1.
A 4-piece molecular cluster, C7H9Cl9O3 overall at a distorted geometry. Source: the OMol25 dataset; level of theory: ωB97M-V with the def2-TZVPD basis set.

## Properties
multiplicity	1
gap between HOMO and LUMO	0.408	Ha

```
28
C7H9Cl9O3 (ωB97M-V with the def2-TZVPD basis set)
C 5.90486 14.49499 6.98311
C 6.53611 15.78426 7.21882
C 7.45834 16.22402 6.09622
O 7.41378 17.62851 6.23255
C 6.20290 17.92064 6.71951
O 5.71384 18.97456 6.65120
O 5.55931 16.85273 7.19746
H 5.34305 14.61057 6.03082
H 5.21619 14.27820 7.85124
H 6.70363 13.73596 6.76354
H 7.03566 15.82357 8.18733
H 7.02160 15.91556 5.19021
H 8.46412 15.86468 6.15329
C 5.06155 6.77521 11.05076
Cl 5.61188 5.12704 10.81815
Cl 6.48467 7.76844 10.87490
Cl 4.16962 7.04371 12.46624
H 4.44776 7.03709 10.23145
C 5.87711 11.33114 10.26192
Cl 5.21209 12.86424 10.95249
Cl 7.57697 11.55771 9.77419
Cl 4.97935 10.87324 8.87510
H 5.67366 10.61158 11.06264
C 5.91325 11.13353 15.58825
Cl 6.69624 10.53271 14.13168
Cl 5.49326 9.83325 16.78074
Cl 4.46497 12.06331 15.10449
H 6.46131 11.86930 16.11776
```

---

2.
A 2-piece molecular cluster, C4H4O5 overall at a distorted geometry. Source: the OMol25 dataset; level of theory: ωB97M-V with the def2-TZVPD basis set.

## Properties
energy above the lowest of the compared OMol25 structures with the same formula, charge and spin	11.4	kcal per mole
multiplicity	2
total charge	-1
gap between HOMO and LUMO (alpha / beta)	0.263 / 0.344	Ha

```
13
C4H4O5 (ωB97M-V with the def2-TZVPD basis set)
O -1.60616 -1.56478 2.67918
C -2.83285 -1.43639 2.97913
O -3.61814 -2.13546 3.59276
O 0.31766 0.28108 -0.21001
C 0.95051 1.29465 0.27858
C -0.61421 -0.47235 1.31700
O 1.26565 2.31415 -0.31693
O 0.88630 1.32988 1.64160
C -0.30035 0.75309 2.17799
H 0.16456 -1.24276 1.40118
H -1.55309 -0.36689 0.76204
H -0.09751 0.47304 3.21747
H -1.10592 1.49570 2.11208
```

---

3.
A 2-piece molecular cluster, C4H9NO overall at a distorted geometry. Source: the OMol25 dataset; level of theory: ωB97M-V with the def2-TZVPD basis set.

## Properties
energy above the lowest of the compared OMol25 structures with the same formula, charge and spin	111.5	kcal per mole
multiplicity	1
gap between HOMO and LUMO	0.345	Ha

```
15
C4H9NO (ωB97M-V with the def2-TZVPD basis set)
C 0.25923 2.34376 -0.74228
C -1.41119 1.25853 0.57244
N -0.67574 1.18832 -0.46885
H 1.01192 2.40116 0.01835
H 0.65126 2.17233 -1.75505
H -0.30611 3.21632 -0.83785
H -1.90926 0.31320 0.67629
H -1.08397 1.71936 1.49290
C 1.12608 -2.42344 -0.45108
C -0.00966 -2.23849 0.33359
O 0.11146 -1.36442 1.40089
H 1.36226 -3.40598 -0.88431
H 1.41608 -1.50204 -0.89231
H -0.65420 -3.14667 0.58564
H 0.11186 -0.53194 0.95164
```

---

4.
C32H28N5O3Pd as an isolated structure at a distorted geometry. Source: the OMol25 dataset; level of theory: ωB97M-V with the def2-TZVPD basis set.

## Properties
energy above the lowest of the compared OMol25 structures with the same formula, charge and spin	7.2	kcal per mole
multiplicity	5
total charge	+1
gap between HOMO and LUMO (alpha / beta)	0.256 / 0.149	Ha

```
69
C32H28N5O3Pd (ωB97M-V with the def2-TZVPD basis set)
Pd -0.27796 0.53700 -0.54658
C -2.73903 -0.87126 1.69583
C -3.48970 -0.83098 0.39169
C -4.42122 -1.82253 0.10857
C -5.24614 -1.72133 -0.99882
C -5.14651 -0.62475 -1.83605
C -4.21612 0.38408 -1.59911
C -4.08563 1.51509 -2.57569
C -3.37425 0.26731 -0.47958
N -2.33642 1.19889 -0.25603
C -2.53814 2.53120 -0.24527
O -3.60665 3.09966 -0.07559
C -1.28470 3.35124 -0.43907
C -1.30747 4.73446 -0.35933
C -0.11725 5.42220 -0.53100
C 1.05509 4.71499 -0.77226
C 0.98833 3.33780 -0.84611
N -0.16680 2.68750 -0.68739
C 2.23191 2.52161 -1.08437
O 3.30705 3.05627 -1.23752
N 2.01001 1.17181 -1.24142
C 2.82063 0.18231 -0.86531
C 3.64384 0.21295 0.31908
C 3.74835 1.42378 1.19923
C 4.30526 -0.94345 0.67468
C 4.22079 -2.10192 -0.09928
C 3.45840 -2.12894 -1.26440
C 2.75515 -1.01492 -1.66591
C 2.01956 -0.99115 -2.96816
H -2.54730 -1.90161 2.00601
H -3.34851 -0.40207 2.47230
H -1.80240 -0.32042 1.65940
H -4.52174 -2.66454 0.78426
H -5.97329 -2.49608 -1.20690
H -5.78646 -0.55396 -2.70711
H -4.51743 1.23285 -3.53482
H -3.04179 1.79142 -2.73925
H -4.59989 2.40468 -2.20768
H -2.24748 5.22894 -0.16145
H -0.09882 6.50218 -0.47311
H 2.01144 5.19965 -0.90523
H 2.77565 1.89129 1.35765
H 4.39748 2.17092 0.74531
H 4.15983 1.14207 2.16757
H 4.90285 -0.94739 1.57791
H 4.76981 -2.98503 0.20255
H 3.43791 -3.02198 -1.87630
H 1.95728 -1.99185 -3.39207
H 2.53867 -0.34347 -3.67753
H 1.01209 -0.58491 -2.86459
O 0.49805 0.61858 1.44561
C 0.86404 -0.34786 2.17760
C 1.37141 -0.00290 3.49462
C 1.82288 -0.94193 4.35917
C 1.79451 -2.30540 3.98849
C 1.30143 -2.68479 2.74149
C 0.83728 -1.77304 1.80850
C 0.33390 -2.26410 0.53471
N -0.25842 -1.58502 -0.44220
C -0.62436 -2.47257 -1.40753
C -0.23370 -3.72692 -1.03104
N 0.35720 -3.57969 0.18499
H 1.36718 1.04876 3.74636
H 2.19508 -0.65249 5.33267
H 2.14142 -3.06215 4.67728
H 1.27425 -3.74360 2.52774
H -1.15221 -2.16530 -2.29357
H -0.34436 -4.68404 -1.50769
H 0.76617 -4.32521 0.72103
```

---

5.
A 2-piece molecular cluster, C4H10FNO2S overall at a distorted geometry. Source: the OMol25 dataset; level of theory: ωB97M-V with the def2-TZVPD basis set.

## Properties
energy above the lowest of the compared OMol25 structures with the same formula, charge and spin	86.1	kcal per mole
multiplicity	1
gap between HOMO and LUMO (alpha / beta)	0.217 / 0.278	Ha

```
19
C4H10FNO2S (ωB97M-V with the def2-TZVPD basis set)
C 1.56528 -1.16609 -0.80110
C 1.53757 1.37248 -0.37701
C -0.84074 -0.15658 1.54859
C 1.80712 -0.00229 0.04366
N -3.33821 -0.21990 0.44382
O -1.42847 1.08529 -0.62024
O -1.36895 -1.38507 -0.63163
F 2.46948 -0.19110 1.17852
S -1.67846 -0.16071 0.08985
H 0.48538 -1.41884 -0.80259
H 1.79214 -0.94438 -1.84535
H 2.11840 -2.03544 -0.45878
H 2.05780 1.59837 -1.31184
H 1.82602 2.08785 0.38789
H 0.46219 1.47602 -0.59886
H -0.84005 0.75334 2.10450
H -0.76932 -1.09503 2.05404
H -3.82059 -0.93686 -0.07112
H -3.77169 0.68161 0.32841
```

---

6.
A 12-piece molecular cluster, C24H72O24 overall at a distorted geometry. Source: the OMol25 dataset; level of theory: ωB97M-V with the def2-TZVPD basis set.

## Properties
energy above the lowest of the compared OMol25 structures with the same formula, charge and spin	156.7	kcal per mole
multiplicity	1
gap between HOMO and LUMO	0.360	Ha

```
120
C24H72O24 (ωB97M-V with the def2-TZVPD basis set)
C 7.09564 -1.18068 2.81992
C 8.52399 -1.22552 2.57003
O 8.87720 -2.52502 2.15180
O 6.66122 -2.06283 3.79150
H 6.56646 -1.45926 1.90863
H 6.79570 -0.16908 3.09343
H 9.14032 -0.98454 3.43616
H 8.81380 -0.58410 1.73775
H 8.29770 -3.18547 2.53856
H 5.74084 -2.30973 3.67515
C 6.44395 -6.79597 -2.50237
C 6.53512 -5.72373 -3.62036
O 6.22827 -6.22627 -4.90105
O 7.72814 -7.30384 -2.15578
H 5.80046 -7.63041 -2.78117
H 5.91231 -6.39777 -1.63815
H 7.46124 -5.15301 -3.55184
H 5.79006 -4.94168 -3.47404
H 6.81295 -5.82946 -5.55089
H 8.21342 -7.69442 -2.88622
C 7.01899 1.49429 -4.41865
C 5.59039 1.00765 -4.62384
O 4.65670 1.98073 -5.03417
O 7.95212 0.43242 -4.34938
H 7.07703 2.15582 -3.55430
H 7.26631 2.19886 -5.21271
H 5.28258 0.56786 -3.67518
H 5.61951 0.15844 -5.30656
H 4.84488 2.20699 -5.94795
H 8.73483 0.76770 -3.90605
C 0.18324 -8.35445 -4.17595
C -0.04751 -7.56185 -2.93134
O -0.76398 -8.19296 -1.93130
O -0.95207 -8.46791 -5.04435
H 0.37087 -9.39520 -3.91184
H 1.09342 -8.02829 -4.67925
H -0.54717 -6.64655 -3.24862
H 0.95014 -7.33160 -2.55745
H -1.58637 -8.37682 -2.39115
H -0.91935 -7.83331 -5.76393
C -0.92040 7.61519 5.52087
C -1.66826 7.63549 4.12491
O -2.86102 8.32905 4.10456
O -1.77413 7.17839 6.53511
H -0.58696 8.64208 5.67047
H -0.06844 6.94462 5.40852
H -1.72561 6.62035 3.73210
H -1.04847 8.25255 3.47439
H -3.46845 7.72043 4.53142
H -2.29537 6.48958 6.11625
C -0.03664 -0.34159 6.46513
C 0.88077 -1.48101 6.11438
O 0.81729 -1.87886 4.82152
O 0.47638 0.89872 5.88903
H -0.11556 -0.21217 7.54454
H -0.97159 -0.45613 5.91664
H 0.56009 -2.37971 6.64126
H 1.86121 -1.17735 6.48127
H -0.04413 -2.28497 4.70056
H 0.55016 0.71927 4.94885
C -5.41041 -5.27133 3.03582
C -6.90535 -5.04328 3.63555
O -7.27359 -3.63267 3.72128
O -4.50150 -4.89257 4.07962
H -5.20285 -4.71793 2.11997
H -5.31263 -6.30081 2.69126
H -7.11994 -5.34502 4.66074
H -7.78305 -5.35861 3.07137
H -8.20913 -3.51049 3.89861
H -4.62693 -5.50618 4.80720
C -7.28115 6.34299 7.89076
C -6.75575 4.97412 7.77009
O -5.73051 4.77297 6.75854
O -7.98522 6.68311 6.67530
H -6.42988 7.00926 8.03047
H -7.98870 6.50926 8.70305
H -7.61017 4.32163 7.59027
H -6.28421 4.78822 8.73507
H -5.95185 4.00886 6.22119
H -7.68953 6.08036 5.98911
C -6.50356 2.35743 0.62009
C -6.58444 3.93989 0.48473
O -7.48229 4.33262 1.54134
O -5.81198 1.89273 1.74042
H -5.88130 1.96009 -0.18178
H -7.47036 1.85409 0.61098
H -6.87560 4.26876 -0.51284
H -5.56309 4.28261 0.65049
H -8.30648 3.88944 1.32712
H -6.32085 1.16277 2.10069
C 0.00651 -2.36530 -8.82781
C 0.16635 -3.86149 -8.98780
O -0.98443 -4.60191 -8.91123
O -0.68431 -1.87995 -9.92843
H 0.93181 -1.83910 -8.59320
H -0.64234 -2.21554 -7.96487
H 0.68453 -4.21940 -8.09815
H 0.83973 -4.11154 -9.80764
H -1.64027 -4.24514 -9.51470
H -1.11156 -1.05751 -9.67811
C -0.38218 -0.65773 -1.20387
C -0.28889 0.82371 -0.77584
O -0.56822 1.01263 0.59566
O 0.71681 -1.47880 -0.90542
H -0.33029 -0.81434 -2.28131
H -1.29883 -1.11793 -0.83500
H -0.88137 1.37493 -1.50607
H 0.75287 1.09966 -0.93921
H -1.52407 1.02055 0.68444
H 0.89926 -1.37618 0.03148
C 0.87334 8.05146 -4.52987
C 0.91316 7.20618 -3.30232
O 2.14373 6.52010 -3.14491
O 1.07637 7.34564 -5.69959
H 1.70663 8.75279 -4.48648
H -0.04403 8.63358 -4.61742
H 0.11707 6.47512 -3.44328
H 0.76216 7.74634 -2.36769
H 2.20454 5.86007 -3.83935
H 1.61405 7.83382 -6.32743
```